# 1
Molecular formula: C56H43FeN2O6P2S
Method: DFT, ωB97M-V/def2-TZVPD

XYZ file:
```
111
Properties=species:S:1:pos:R:3:mulliken_spin:R:1
Fe -0.387 -0.567 -0.132 1.294
O -2.529 2.516 4.820 0.000
C -2.005 1.859 3.761 0.000
C -0.636 1.797 3.519 -0.002
C -0.209 1.117 2.399 0.021
N -1.059 0.553 1.560 -0.040
C -2.358 0.531 1.834 -0.015
C -2.890 1.184 2.920 0.000
C -3.104 -0.388 0.904 0.026
O -4.235 -0.755 1.135 -0.004
O -2.385 -0.705 -0.128 -0.044
C 1.234 0.792 2.068 -0.006
O 2.144 1.314 2.691 -0.001
O 1.303 -0.077 1.130 0.010
H -1.818 2.882 5.358 0.000
H 0.100 2.248 4.174 0.001
H -3.951 1.150 3.117 0.000
C 2.751 4.216 -5.640 0.000
C 1.975 2.900 -5.488 0.000
C 1.676 2.317 -6.881 0.000
C 2.803 1.887 -4.711 0.001
C 4.081 1.533 -5.130 0.001
C 4.833 0.584 -4.454 0.000
C 4.294 -0.062 -3.355 -0.001
C 3.006 0.233 -2.919 0.033
P 2.287 -0.527 -1.399 -0.009
C 2.519 -2.324 -1.745 0.007
C 2.838 -2.864 -2.988 0.001
C 2.831 -4.239 -3.189 0.000
C 2.501 -5.096 -2.150 0.001
C 2.203 -4.571 -0.900 0.001
C 2.213 -3.200 -0.701 0.013
C 3.717 -0.131 -0.316 0.002
C 4.023 1.222 -0.180 0.008
C 5.043 1.637 0.657 -0.002
C 5.779 0.699 1.369 0.003
C 5.492 -0.647 1.225 -0.002
C 4.462 -1.064 0.389 0.002
C 2.313 1.239 -3.583 0.008
O 1.114 1.576 -3.018 -0.046
C 0.274 2.450 -3.646 -0.009
C -0.983 2.568 -3.057 0.008
C -1.872 3.481 -3.608 -0.002
C -1.510 4.245 -4.707 0.000
C -0.265 4.071 -5.288 0.000
C 0.652 3.155 -4.782 0.001
P -1.426 1.575 -1.541 0.020
C -1.115 2.991 -0.409 -0.016
C 0.192 3.051 0.077 -0.002
C 0.618 4.120 0.848 0.002
C -0.267 5.146 1.151 0.000
C -1.565 5.102 0.661 0.000
C -1.985 4.040 -0.130 -0.002
C -3.213 1.425 -1.846 0.010
C -3.582 0.803 -3.041 0.005
C -4.910 0.526 -3.310 0.000
C -5.894 0.879 -2.393 0.000
C -5.537 1.502 -1.210 -0.001
C -4.201 1.756 -0.928 -0.005
H 3.698 4.053 -6.154 0.000
H 2.962 4.655 -4.664 0.000
H 2.179 4.939 -6.223 0.000
H 2.603 2.112 -7.419 0.000
H 1.084 3.017 -7.472 0.000
H 1.116 1.385 -6.794 0.000
H 4.507 2.019 -6.000 0.000
H 5.837 0.351 -4.785 0.000
H 4.879 -0.799 -2.818 0.000
H 3.089 -2.218 -3.820 0.000
H 3.080 -4.637 -4.165 0.000
H 2.480 -6.166 -2.313 0.000
H 1.941 -5.226 -0.078 0.000
H 1.962 -2.806 0.277 0.009
H 3.452 1.965 -0.730 0.002
H 5.256 2.693 0.763 0.000
H 6.564 1.020 2.041 0.000
H 6.065 -1.386 1.772 0.000
H 4.253 -2.121 0.297 0.001
H -2.859 3.597 -3.179 0.000
H -2.203 4.968 -5.115 0.000
H -0.004 4.658 -6.160 0.000
H 0.886 2.246 -0.150 0.011
H 1.633 4.137 1.223 0.000
H 0.057 5.983 1.755 0.000
H -2.258 5.903 0.887 0.000
H -2.986 4.052 -0.539 0.000
H -2.824 0.539 -3.770 0.000
H -5.178 0.025 -4.231 0.000
H -6.933 0.655 -2.597 0.000
H -6.294 1.765 -0.483 0.000
H -3.940 2.182 0.032 0.000
C -0.244 -1.136 -3.559 -0.004
C -0.984 -2.165 -2.764 0.011
C -1.825 -3.046 -3.493 0.000
C -2.472 -4.053 -2.862 0.000
C -2.310 -4.207 -1.469 0.004
C -2.932 -5.258 -0.755 -0.008
C -2.755 -5.359 0.593 0.001
C -1.975 -4.407 1.275 0.003
C -1.358 -3.380 0.603 0.045
S -0.385 -2.206 1.439 -0.309
C -1.507 -3.271 -0.797 0.013
N -0.843 -2.250 -1.454 -0.067
H -0.537 -1.190 -4.607 0.000
H 0.829 -1.307 -3.502 0.005
H -0.436 -0.133 -3.194 0.014
H -1.919 -2.899 -4.560 0.000
H -3.100 -4.748 -3.406 0.000
H -3.544 -5.967 -1.300 0.000
H -3.216 -6.165 1.148 0.000
H -1.869 -4.465 2.351 0.001
```

Results
HOMO energy (spin up / spin down) = -7.41 / -7.45 eV
energy above the lowest of the compared OMol25 structures with the same formula, charge and spin = 117.6 kJ/mol
strongest force on any atom = 0.05103 hartree/bohr
2S+1 = 2
net charge = 0

***

# 2
Molecular formula: C56H44InN11O3S
Method: DFT, ωB97M-V/def2-TZVPD

XYZ file:
```
116
Properties=species:S:1:pos:R:3:lowdin_charge:R:1
In 1.641 -0.394 0.079 0.704
N 2.844 3.322 2.304 0.093
C 2.741 2.310 1.427 -0.783
S 2.565 0.707 2.117 0.721
N 2.673 2.623 0.131 0.038
N 2.536 1.588 -0.710 -0.038
C 2.600 1.797 -1.976 -0.206
C 3.003 3.035 -2.636 -0.207
C 4.263 3.177 -3.202 -0.027
C 4.657 4.380 -3.804 -0.035
C 3.782 5.465 -3.801 -0.074
C 2.523 5.339 -3.292 -0.063
C 2.130 4.139 -2.655 -0.003
C 2.307 0.608 -2.828 -0.179
C 2.367 0.672 -4.240 0.054
C 2.063 -0.506 -4.953 -0.016
C 1.624 -1.604 -4.260 -0.033
C 1.566 -1.606 -2.854 -0.076
N 1.862 -0.493 -2.161 0.051
H 3.117 3.105 3.261 0.102
H 3.225 4.194 1.939 0.122
H 4.933 2.353 -3.201 0.089
H 5.652 4.496 -4.211 0.111
H 3.982 6.423 -4.261 0.114
H 1.714 6.032 -3.404 0.106
H 1.173 4.050 -2.170 0.102
H 2.604 1.643 -4.710 0.136
H 1.982 -0.617 -6.038 0.129
H 1.395 -2.532 -4.784 0.123
H 1.181 -2.488 -2.407 0.088
C -2.960 -3.037 -0.018 -0.085
O -1.884 -3.933 0.177 0.022
C -0.772 -3.279 -0.213 -0.337
N -0.922 -2.140 -0.741 0.174
C -2.384 -2.014 -1.005 -0.203
C -2.545 -2.372 -2.497 -0.183
C -2.514 -1.306 -3.390 -0.042
C -2.628 -1.552 -4.776 -0.081
C -2.674 -2.816 -5.339 -0.080
C -2.714 -3.887 -4.459 -0.055
C -2.706 -3.645 -3.057 -0.021
C 0.521 -4.009 -0.105 -0.148
C 0.648 -5.418 -0.064 0.059
C 1.916 -5.979 0.111 0.003
C 3.037 -5.173 0.005 0.050
C 2.775 -3.814 0.050 -0.184
N 1.600 -3.221 0.033 0.136
C 3.870 -2.847 0.283 -0.308
N 3.765 -1.580 0.290 0.077
C 5.028 -0.973 0.662 -0.225
C 5.910 -2.302 0.888 -0.011
O 5.052 -3.425 0.512 0.043
C 5.647 -0.143 -0.469 -0.186
C 5.901 -0.764 -1.695 -0.036
C 6.726 -0.131 -2.621 -0.079
C 7.205 1.149 -2.455 -0.078
C 6.896 1.773 -1.237 -0.070
C 6.133 1.163 -0.252 -0.021
H -3.217 -2.591 0.928 0.118
H -3.848 -3.580 -0.423 0.154
H -2.793 -0.999 -0.868 0.144
H -2.442 -0.242 -3.030 0.120
H -2.520 -0.652 -5.382 0.105
H -2.709 -2.943 -6.421 0.115
H -2.853 -4.903 -4.782 0.104
H -2.698 -4.501 -2.407 0.103
H -0.295 -5.989 -0.127 0.140
H 2.066 -7.031 0.230 0.121
H 4.041 -5.582 0.081 0.140
H 4.933 -0.416 1.596 0.098
H 6.266 -2.568 1.834 0.110
H 6.866 -2.260 0.328 0.142
H 5.475 -1.773 -1.871 0.130
H 7.035 -0.676 -3.477 0.100
H 7.895 1.509 -3.213 0.118
H 7.287 2.783 -1.056 0.120
H 5.946 1.567 0.714 0.105
C -9.802 3.472 6.937 -0.060
O -9.551 3.157 5.580 -0.073
C -8.320 2.777 5.167 -0.284
C -8.140 2.827 3.821 0.028
C -6.915 2.375 3.317 0.009
C -5.963 1.826 4.162 -0.205
C -6.229 1.742 5.502 -0.033
C -7.366 2.271 6.039 0.007
C -4.723 1.462 3.585 -0.232
N -4.218 2.003 2.464 0.202
C -3.129 1.189 2.164 -0.172
C -2.958 0.189 3.093 -0.136
N -3.990 0.343 3.988 0.193
C -1.836 -0.685 3.026 -0.044
C -1.526 -1.688 3.959 0.025
C -0.470 -2.519 3.745 -0.009
C 0.403 -2.207 2.717 -0.095
N 0.159 -1.230 1.836 0.017
C -0.933 -0.488 1.922 -0.150
C -1.180 0.566 0.911 -0.119
N -0.346 0.658 -0.165 0.047
C -0.632 1.527 -1.107 -0.105
C -1.721 2.411 -1.046 -0.004
C -2.543 2.344 0.032 0.042
C -2.309 1.405 1.043 -0.064
H -10.850 3.793 6.989 0.105
H -9.017 4.220 7.203 0.119
H -9.790 2.650 7.592 0.068
H -8.861 3.214 3.164 0.116
H -6.727 2.478 2.209 0.137
H -5.494 1.431 6.191 0.107
H -7.567 2.193 7.110 0.124
H -4.156 -0.238 4.822 0.179
H -2.167 -1.860 4.792 0.119
H -0.368 -3.362 4.405 0.124
H 1.303 -2.715 2.570 0.100
H -0.005 1.573 -2.006 0.117
H -1.840 3.129 -1.854 0.127
H -3.286 3.068 0.148 0.116
```

Results
HOMO energy = -11.65 eV
energy above the lowest of the compared OMol25 structures with the same formula, charge and spin = 13.2 kJ/mol
strongest force on any atom = 0.05649 hartree/bohr
net charge = +2